14
Properties=species:S:1:pos:R:3:forces:R:3:lowdin_charge:R:1 method="wB97M-V/def2-TZVPD" max_force_ev_per_a=0.6 gap_ev=10.428 multiplicity=1 charge=0 total_energy_ev=-9845.880 de_lowest_kj_mol=135.0
O -2.462747 -1.106209 -0.682976 0.4 -0.1 0.4 0.070
C -1.597576 -1.008564 0.150396 -0.2 0.0 -0.2 -0.264
C -0.119358 -1.130595 -0.173450 0.0 -0.1 -0.1 -0.130
N 0.540693 0.148852 0.055065 0.2 0.1 0.0 -0.142
C -0.251149 1.368507 0.114250 0.0 0.2 0.0 -0.037
C 1.895398 0.256162 -0.068626 0.0 0.1 0.0 -0.330
O 2.515676 1.300660 -0.047417 -0.2 -0.4 0.0 0.023
H -1.132174 1.278300 -0.523107 0.1 0.1 0.0 0.091
H -1.841931 -0.802755 1.211256 0.0 0.0 -0.1 0.133
H 0.311683 -1.900683 0.481316 0.0 0.1 -0.1 0.130
H -0.045170 -1.462650 -1.215076 0.0 0.1 0.1 0.131
H -0.564718 1.592903 1.139651 0.0 0.0 -0.1 0.098
H 0.361977 2.191707 -0.243478 0.0 0.0 0.0 0.088
H 2.389395 -0.725639 -0.197800 -0.1 0.1 0.0 0.139